(1)
The following is a DFT calculation (the ωB97M-V functional and the def2-TZVPD basis) of a molecular structure, C23H47As3N2O2PdS in a non-equilibrium geometry.

CARTESIAN COORDINATES (ANGSTROEM)
Pd (0.016, 1.114, -0.048)
C (1.647, 5.123, 0.388)
C (0.655, 4.300, -0.381)
O (0.902, 3.167, -0.799)
N (-0.525, 4.893, -0.628)
C (-1.650, 4.113, -1.107)
C (-2.377, 3.634, 0.125)
C (-3.504, 4.296, 0.601)
C (-4.060, 3.884, 1.801)
C (-3.465, 2.835, 2.487)
C (-2.330, 2.246, 1.951)
N (-1.801, 2.631, 0.793)
H (2.389, 4.466, 0.828)
H (1.146, 5.675, 1.179)
H (2.144, 5.832, -0.273)
H (-0.724, 5.804, -0.240)
H (-1.238, 3.261, -1.666)
H (-2.284, 4.717, -1.757)
H (-3.927, 5.116, 0.038)
H (-4.927, 4.387, 2.197)
H (-3.870, 2.493, 3.424)
H (-1.817, 1.442, 2.466)
C (-3.424, -0.730, 0.451)
As (-1.993, -0.111, -0.760)
C (-3.125, 0.984, -1.913)
C (-1.781, -1.585, -2.075)
C (-0.965, -2.831, -1.706)
C (-1.266, -3.909, -2.760)
C (0.547, -2.572, -1.760)
As (1.445, -1.053, -0.806)
C (3.272, -1.719, -1.205)
C (1.333, -1.713, 1.041)
C (-1.408, -3.336, -0.334)
As (-0.591, -5.072, 0.256)
C (-1.210, -4.983, 2.117)
C (-1.896, -6.380, -0.410)
H (-3.051, -1.014, 1.433)
H (-3.949, -1.576, 0.007)
H (-4.140, 0.083, 0.580)
H (-3.959, 0.386, -2.282)
H (-2.553, 1.345, -2.767)
H (-3.525, 1.831, -1.355)
H (-1.349, -1.125, -2.973)
H (-2.804, -1.894, -2.328)
H (-1.166, -3.509, -3.767)
H (-2.280, -4.284, -2.642)
H (-0.569, -4.741, -2.652)
H (0.847, -2.459, -2.811)
H (1.051, -3.469, -1.366)
H (3.245, -2.805, -1.297)
H (3.951, -1.450, -0.397)
H (3.658, -1.305, -2.136)
H (1.173, -2.795, 1.057)
H (0.516, -1.202, 1.561)
H (2.257, -1.488, 1.573)
H (-2.492, -3.484, -0.340)
H (-1.169, -2.577, 0.423)
H (-0.717, -4.181, 2.662)
H (-0.981, -5.920, 2.619)
H (-2.288, -4.829, 2.144)
H (-1.722, -6.634, -1.453)
H (-2.910, -5.996, -0.295)
H (-1.798, -7.291, 0.177)
C (4.444, 0.161, 3.105)
C (4.309, 1.399, 2.239)
S (3.175, 1.067, 0.818)
O (1.833, 1.554, 1.297)
C (3.846, 2.337, -0.336)
C (4.784, 1.646, -1.308)
H (5.095, 0.367, 3.952)
H (4.892, -0.655, 2.541)
H (3.474, -0.146, 3.492)
H (5.273, 1.685, 1.822)
H (3.887, 2.237, 2.792)
H (4.346, 3.121, 0.229)
H (2.982, 2.748, -0.853)
H (5.611, 1.161, -0.791)
H (5.204, 2.372, -1.998)
H (4.234, 0.909, -1.894)

Net charge: +2
Energy, Ha: -8397.42216
LUMO level (spin up / spin down), hartree: -0.2809 / -0.2809
Highest occupied orbital energy (spin up / spin down), eV: -12.97 / -12.98

Mulliken atomic charge list, values in e, 4 entries: atom 1 (Pd): 0.2862, atom 2 (C): -1.1649, atom 3 (C): 0.8167, atom 4 (O): -0.8233

=====

(2)
The following is a DFT calculation (the ωB97M-V functional and the def2-TZVPD basis) of a molecular structure, C36H55Cl2CuIN3OP in a non-equilibrium geometry.

CARTESIAN COORDINATES (ANGSTROEM)
Cu (-1.218, 0.065, 0.293)
C (1.356, -4.657, 1.946)
C (1.756, -4.272, 0.526)
C (3.179, -4.759, 0.225)
C (1.656, -2.789, 0.240)
C (1.609, -2.353, -1.077)
C (1.604, -1.006, -1.420)
C (1.632, -0.651, -2.897)
C (0.453, -1.259, -3.661)
C (2.947, -1.100, -3.541)
C (1.631, -0.042, -0.391)
C (1.650, -0.467, 0.941)
C (1.657, -1.825, 1.237)
C (1.745, 0.550, 2.059)
C (0.928, 0.172, 3.293)
C (3.207, 0.797, 2.443)
C (1.951, 1.393, -0.729)
C (3.277, 1.643, -1.093)
C (3.698, 2.890, -1.524)
C (2.776, 3.929, -1.600)
C (1.468, 3.703, -1.207)
C (1.040, 2.450, -0.756)
P (-0.689, 2.208, -0.212)
C (-1.045, 3.491, 1.121)
C (-0.357, 2.984, 2.397)
C (-2.564, 3.505, 1.336)
C (-0.572, 4.928, 0.900)
C (-1.712, 2.565, -1.766)
C (-1.570, 3.941, -2.418)
C (-3.204, 2.326, -1.485)
C (-1.238, 1.504, -2.757)
H (1.335, -5.742, 2.046)
H (0.367, -4.269, 2.206)
H (2.076, -4.277, 2.675)
H (1.080, -4.781, -0.170)
H (3.900, -4.236, 0.857)
H (3.448, -4.574, -0.816)
H (3.268, -5.829, 0.417)
H (1.597, -3.098, -1.868)
H (1.575, 0.434, -2.993)
H (0.452, -2.348, -3.593)
H (0.511, -0.990, -4.717)
H (-0.500, -0.895, -3.281)
H (3.035, -2.188, -3.523)
H (3.808, -0.686, -3.014)
H (2.995, -0.773, -4.580)
H (1.691, -2.133, 2.274)
H (1.336, 1.482, 1.672)
H (1.391, -0.645, 3.850)
H (-0.083, -0.132, 3.013)
H (0.859, 1.027, 3.969)
H (3.672, -0.132, 2.777)
H (3.273, 1.525, 3.254)
H (3.780, 1.179, 1.597)
H (3.984, 0.823, -1.040)
H (4.732, 3.047, -1.803)
H (3.073, 4.908, -1.951)
H (0.769, 4.525, -1.255)
H (-0.556, 1.930, 2.580)
H (-0.734, 3.555, 3.250)
H (0.722, 3.140, 2.351)
H (-2.995, 2.503, 1.342)
H (-3.068, 4.099, 0.575)
H (-2.780, 3.962, 2.304)
H (0.512, 5.000, 0.838)
H (-0.886, 5.514, 1.768)
H (-1.015, 5.396, 0.020)
H (-1.764, 4.756, -1.719)
H (-2.314, 4.019, -3.215)
H (-0.591, 4.086, -2.874)
H (-3.680, 3.205, -1.057)
H (-3.377, 1.482, -0.815)
H (-3.708, 2.114, -2.432)
H (-0.204, 1.664, -3.058)
H (-1.864, 1.530, -3.652)
H (-1.310, 0.508, -2.312)
N (-3.608, -1.518, -2.280)
C (-3.985, -1.293, -0.998)
N (-5.261, -1.607, -0.676)
O (-3.213, -0.835, -0.152)
H (-4.244, -1.864, -2.975)
H (-2.708, -1.196, -2.587)
H (-5.918, -1.979, -1.336)
H (-5.544, -1.493, 0.280)
I (-0.538, -4.933, -2.359)
C (-0.718, -3.944, -0.535)
C (-0.941, -4.630, 0.647)
C (-1.032, -3.893, 1.817)
C (-0.911, -2.516, 1.759)
N (-0.712, -1.856, 0.616)
C (-0.612, -2.567, -0.510)
H (-1.033, -5.707, 0.661)
H (-1.197, -4.383, 2.766)
H (-0.977, -1.918, 2.655)
H (-0.423, -2.013, -1.421)
Cl (-3.435, -0.398, 5.949)
C (-2.120, 0.156, 4.919)
Cl (-2.606, 0.224, 3.208)
H (-1.293, -0.539, 5.009)
H (-1.833, 1.156, 5.223)

Net charge: +1
Energy, Ha: -4843.99030
LUMO level, hartree: -0.0776
Highest occupied orbital energy, eV: -10.26

Mulliken atomic charge list, values in e, 4 entries: atom 1 (Cu): 0.6852, atom 2 (C): -1.5596, atom 3 (C): 0.8124, atom 4 (C): -1.5874

=====

(3)
The following is a DFT calculation (the ωB97M-V functional and the def2-TZVPD basis) of a single C6H11ClN4O molecule in a non-equilibrium geometry.

CARTESIAN COORDINATES (ANGSTROEM)
O (0.719, -0.574, 1.503)
C (1.044, -0.911, 0.411)
C (2.600, -1.187, 0.190)
C (3.493, 0.051, 0.269)
Cl (2.463, 1.564, -0.514)
N (0.296, -1.385, -0.682)
N (-1.059, -1.540, -0.612)
C (-1.829, -0.541, -0.338)
N (-1.391, 0.639, 0.085)
C (-2.552, 1.558, 0.177)
C (-3.813, 0.589, 0.383)
N (-3.250, -0.547, -0.328)
H (2.698, -1.706, -0.841)
H (3.189, -1.899, 0.818)
H (3.584, 0.435, 1.403)
H (4.501, 0.081, -0.130)
H (0.831, -1.570, -1.639)
H (-0.418, 0.876, 0.496)
H (-2.895, 1.956, -0.902)
H (-2.246, 2.391, 0.910)
H (-4.436, 0.288, 1.483)
H (-4.652, 1.041, -0.060)
H (-3.614, -1.420, -0.617)

Net charge: 0
Energy, Ha: -989.56978
LUMO level, hartree: 0.0298
Structure (SMILES): O=C(CCCl)NN=C1NCCN1
Highest occupied orbital energy, eV: -8.16

natural (NBO) atomic charge list, values in e, 4 entries: atom 1 (O): -0.6177, atom 2 (C): 0.6704, atom 3 (C): -0.5365, atom 4 (C): -0.2590

=====

(4)
The following is a DFT calculation (the ωB97M-V functional and the def2-TZVPD basis) of 2 unconnected molecules or ions with the total composition C4H13NO in a non-equilibrium geometry.

CARTESIAN COORDINATES (ANGSTROEM)
C (-0.116, 0.342, 2.516)
N (1.027, 0.697, 1.609)
H (-0.145, -0.737, 2.602)
H (0.145, 0.721, 3.504)
H (-1.007, 0.807, 2.114)
H (0.823, 0.375, 0.627)
H (1.905, 0.314, 1.951)
H (1.109, 1.709, 1.507)
C (-0.319, 0.249, -2.637)
O (0.850, -0.286, -2.952)
C (-0.615, 0.063, -1.074)
C (-0.206, -1.353, -0.677)
H (-1.182, -0.272, -3.128)
H (-0.430, 1.346, -2.802)
H (-1.647, 0.290, -0.778)
H (0.032, 0.850, -0.647)
H (0.222, -1.444, 0.338)
H (0.593, -1.618, -1.383)
H (-1.038, -2.054, -0.690)

Net charge: 0
Energy, Ha: -290.03208
LUMO level, hartree: -0.0288
Highest occupied orbital energy, eV: -5.61

natural (NBO) atomic charge list, values in e, 4 entries: atom 1 (C): -0.4121, atom 2 (N): -0.7047, atom 3 (H): 0.2395, atom 4 (H): 0.2159

=====

Number 2 is which compound?
C36H55Cl2CuIN3OP

=====

Please write out number 4 again, unchanged.
The following is a DFT calculation (the ωB97M-V functional and the def2-TZVPD basis) of 2 unconnected molecules or ions with the total composition C4H13NO in a non-equilibrium geometry.

CARTESIAN COORDINATES (ANGSTROEM)
C (-0.116, 0.342, 2.516)
N (1.027, 0.697, 1.609)
H (-0.145, -0.737, 2.602)
H (0.145, 0.721, 3.504)
H (-1.007, 0.807, 2.114)
H (0.823, 0.375, 0.627)
H (1.905, 0.314, 1.951)
H (1.109, 1.709, 1.507)
C (-0.319, 0.249, -2.637)
O (0.850, -0.286, -2.952)
C (-0.615, 0.063, -1.074)
C (-0.206, -1.353, -0.677)
H (-1.182, -0.272, -3.128)
H (-0.430, 1.346, -2.802)
H (-1.647, 0.290, -0.778)
H (0.032, 0.850, -0.647)
H (0.222, -1.444, 0.338)
H (0.593, -1.618, -1.383)
H (-1.038, -2.054, -0.690)

Net charge: 0
Energy, Ha: -290.03208
LUMO level, hartree: -0.0288
Highest occupied orbital energy, eV: -5.61

natural (NBO) atomic charge list, values in e, 4 entries: atom 1 (C): -0.4121, atom 2 (N): -0.7047, atom 3 (H): 0.2395, atom 4 (H): 0.2159

=====

Which value of energy does entry 3 give?
-989.56978 Ha

=====

Which of these has the lowest energy?
C23H47As3N2O2PdS